No. 1
This record from the OMol25 dataset describes the molecule C4H4N2. The level of theory is ωB97M-V/def2-TZVPD.

Values from the calculation:
SMILES ... N#C[C@@H]1C=C1N
Multiplicity ... 1
Charge ... 0
E_LUMO ... 0.6178 eV
Relative energy (zero: lowest compared OMol25 entry of this formula, charge and spin) ... 306.2 kJ/mol
HOMO-LUMO gap ... 10.54 eV

Each line ends with the Löwdin charge.
Geometry (Å):
N (-1.11951, 2.77522, -0.38969)  0.128
H (-1.04286, -1.19929, -1.32933)  0.091
C (-0.04500, 0.63973, 0.67646)  -0.174
H (-0.62908, 0.36081, 1.57264)  0.125
H (2.47605, -0.22950, 0.26269)  0.107
C (1.41745, 0.04875, 0.24921)  0.123
H (-0.55318, -2.21103, -0.11366)  0.100
C (0.34278, -0.48315, -0.19173)  -0.390
N (-0.24230, -1.55494, -0.82522)  0.102
C (-0.60435, 1.85340, 0.08862)  -0.212

---

No. 2
This record from the OMol25 dataset describes the molecule C4H4N2. The level of theory is ωB97M-V/def2-TZVPD.

Values from the calculation:
Multiplicity ... 1
Charge ... 0
E_LUMO ... 0.7556 eV
Relative energy (zero: lowest compared OMol25 entry of this formula, charge and spin) ... 297.7 kJ/mol
HOMO-LUMO gap ... 11.27 eV

Each line ends with the Löwdin charge.
Geometry (Å):
C (1.07269, 0.03750, 0.18174)  -0.087
H (-0.62488, 0.28874, 1.39303)  0.151
H (-1.94469, -1.25142, 0.19820)  0.085
H (3.32849, -0.13183, -0.00798)  0.032
H (-0.77920, -1.43594, -0.97462)  0.087
C (-0.38894, 0.09273, 0.34079)  -0.449
C (2.26847, -0.04440, 0.06686)  0.134
N (-0.95711, -1.17596, -0.01425)  0.060
C (-1.10168, 2.34369, -0.81344)  0.019
N (-0.87314, 1.27689, -0.37033)  -0.033